Record 1
The following is a quantum chemistry calculation of C3H4FN in the gas phase at a distorted geometry, from the Open Molecules 2025 dataset.

The geometry in XYZ format:
```
9
Properties=species:S:1:pos:R:3
C 0.276 0.107 0.324
C -1.069 -0.490 -0.236
F -1.351 -1.798 0.125
C -2.260 0.310 -0.045
N -3.152 1.039 0.015
H 0.062 -0.031 1.327
H 0.228 1.137 0.072
H 1.022 -0.645 0.017
H -0.982 -0.683 -1.426
```

Summary:
Energy relative to the best compared isomer or geometry (same formula, charge and spin) ... 0.477 eV
HOMO-LUMO gap ... 0.4537 Eh
Molar mass ... 73.070 g mol⁻¹
Max |F| ... 4.6 eV Å⁻¹
E_HOMO ... -11.643 eV
SMILES ... C[C@@H](F)C#N

Record 2
The following is a quantum chemistry calculation of C6H12N2 in the gas phase at a distorted geometry, from the Open Molecules 2025 dataset.

The geometry in XYZ format:
```
20
Properties=species:S:1:pos:R:3
C -1.424 -2.060 0.080
C -1.410 -0.561 -0.148
C -0.056 0.215 -0.134
N 0.041 1.487 0.002
C -1.201 2.300 0.006
N 1.211 -0.493 0.035
C 2.403 -0.155 -0.771
C 2.293 0.066 0.745
H -0.852 -2.682 -0.747
H -0.750 -2.300 0.944
H -2.420 -2.578 0.205
H -2.066 -0.410 -1.007
H -1.908 -0.156 0.812
H -1.846 1.853 -0.801
H -1.724 2.136 0.940
H -0.892 3.361 -0.254
H 2.534 0.709 -1.495
H 3.003 -1.098 -1.063
H 2.808 -0.681 1.471
H 2.255 1.047 1.180
```

Summary:
Energy relative to the best compared isomer or geometry (same formula, charge and spin) ... 3.000 eV
HOMO-LUMO gap ... 0.3693 Eh
Molar mass ... 112.176 g mol⁻¹
Max |F| ... 3.8 eV Å⁻¹
E_HOMO ... -9.033 eV
SMILES ... CC/C(=N\C)N1CC1

Record 3
The following is a quantum chemistry calculation of 2 unconnected molecules or ions with the total composition C4H10O, from the Open Molecules 2025 dataset.

The geometry in XYZ format:
```
15
Properties=species:S:1:pos:R:3
C -1.987 1.702 -0.764
C -0.734 1.402 -1.079
C 0.466 2.220 -0.659
C 1.777 1.445 -0.825
H -2.879 1.138 -1.028
H -2.177 2.580 -0.146
H -0.513 0.580 -1.758
H 0.502 3.112 -1.293
H 0.368 2.564 0.374
H 1.779 0.951 -1.796
H 2.672 2.054 -0.751
H 1.853 0.646 -0.088
O 0.136 -5.490 2.542
H 0.292 -4.533 2.526
H -0.184 -5.654 3.440
```

Summary:
Energy relative to the best compared isomer or geometry (same formula, charge and spin) ... 1.002 eV
HOMO-LUMO gap ... 0.3883 Eh
Molar mass ... 74.123 g mol⁻¹
Max |F| ... 0.5 eV Å⁻¹
E_HOMO ... -9.619 eV
SMILES ... C=CCC.O

Record 4
The following is a quantum chemistry calculation of 11 unconnected molecules or ions with the total composition C30H62Cl20N4O3PS at a distorted geometry, from the Open Molecules 2025 dataset.

The geometry in XYZ format:
```
121
Properties=species:S:1:pos:R:3
C -1.687 -5.260 0.789
C -0.149 -5.353 0.662
C 0.591 -4.158 1.296
C 0.513 -4.295 2.833
C 1.103 -3.092 3.617
N 1.169 -1.864 2.834
C 2.243 -1.408 2.092
C 3.541 -2.186 2.017
C 3.993 -2.548 0.589
C 5.494 -2.893 0.508
S 6.631 -1.475 0.491
C 1.914 -0.185 1.510
P 2.910 0.903 0.455
N 4.386 0.967 0.936
O 2.303 2.400 0.391
O 2.729 0.343 -1.044
N 0.589 0.016 1.928
C -0.281 1.128 1.565
C -1.220 0.817 0.350
C -1.007 -0.562 -0.324
C -1.528 -0.543 -1.795
C -0.451 0.119 -2.703
N 0.663 -0.774 -3.030
C 0.178 -0.954 2.720
O -1.039 -0.894 3.248
C -1.873 -2.079 3.078
C -3.286 -1.689 3.559
C -4.214 -1.225 2.421
C -5.113 -2.366 1.852
H -1.955 -5.539 1.818
H -2.211 -5.969 0.147
H -2.041 -4.245 0.574
H 0.147 -6.292 1.148
H 0.115 -5.466 -0.396
H 0.163 -3.226 0.914
H 1.641 -4.291 1.009
H 1.086 -5.188 3.106
H -0.518 -4.521 3.111
H 0.446 -2.882 4.467
H 2.063 -3.369 4.047
H 3.425 -3.112 2.586
H 4.324 -1.584 2.493
H 3.453 -3.430 0.223
H 3.759 -1.735 -0.102
H 5.824 -3.525 1.336
H 5.637 -3.456 -0.418
H 6.136 -0.694 -0.494
H 4.572 0.426 1.770
H 2.292 2.797 1.282
H 3.422 0.789 -1.570
H 0.305 2.009 1.311
H -0.895 1.423 2.417
H -2.244 0.818 0.734
H -1.070 1.586 -0.411
H -1.630 -1.296 0.206
H 0.037 -0.893 -0.363
H -1.560 -1.591 -2.111
H -2.491 -0.034 -1.859
H -0.939 0.359 -3.658
H -0.061 1.032 -2.234
H 0.838 -1.463 -2.309
H 0.475 -1.267 -3.893
H -1.510 -2.838 3.771
H -1.893 -2.436 2.047
H -3.139 -0.829 4.226
H -3.729 -2.479 4.170
H -3.667 -0.702 1.629
H -4.887 -0.484 2.856
H -5.034 -3.228 2.520
H -4.832 -2.667 0.840
H -6.150 -2.027 1.859
C -3.883 1.995 -4.068
Cl -4.110 0.243 -4.196
Cl -2.211 2.468 -4.418
H -4.530 2.477 -4.777
H -4.129 2.302 -3.066
C -2.055 -1.710 -6.369
Cl -3.410 -2.611 -7.049
Cl -1.045 -2.731 -5.330
H -1.445 -1.328 -7.180
H -2.445 -0.896 -5.770
C -5.139 3.078 3.033
Cl -4.886 2.265 4.583
Cl -5.408 1.916 1.727
H -6.008 3.721 3.111
H -4.258 3.665 2.800
C -5.200 4.946 -2.842
Cl -4.902 3.893 -1.447
Cl -6.114 4.111 -4.111
H -5.770 5.805 -2.509
H -4.246 5.264 -3.251
C 3.759 5.282 1.761
Cl 3.005 4.175 2.922
Cl 2.892 6.815 1.671
H 4.779 5.470 2.076
H 3.747 4.814 0.783
C 1.964 8.589 -1.800
Cl 2.783 9.693 -2.911
Cl 0.420 9.244 -1.244
H 1.780 7.653 -2.316
H 2.603 8.424 -0.940
C 2.881 13.278 -3.535
Cl 1.319 14.088 -3.701
Cl 3.841 13.393 -5.015
H 3.431 13.745 -2.726
H 2.706 12.231 -3.318
C 5.887 3.340 -1.406
Cl 5.366 1.873 -2.247
Cl 7.242 4.110 -2.225
H 5.053 4.033 -1.378
H 6.188 3.064 -0.400
C -3.491 -7.466 3.592
Cl -3.264 -8.196 2.004
Cl -1.976 -6.800 4.224
H -4.213 -6.662 3.508
H -3.851 -8.224 4.278
C 1.870 -6.826 -2.579
Cl 2.416 -5.524 -1.508
Cl 1.815 -8.376 -1.738
H 0.875 -6.586 -2.936
H 2.561 -6.901 -3.410
```

Summary:
HOMO-LUMO gap ... 0.3198 Eh
Molar mass ... 1298.952 g mol⁻¹
Max |F| ... 2.0 eV Å⁻¹
Net charge ... +1
E_HOMO ... -10.741 eV

Record 5
The following is a quantum chemistry calculation of a molecular structure, C23H45HfN6O4, from the Open Molecules 2025 dataset.

The geometry in XYZ format:
```
79
Properties=species:S:1:pos:R:3
Hf 0.915 -0.069 0.295
C -2.323 -2.831 -1.029
C -1.443 -2.230 0.058
C -2.133 -1.091 0.876
C -2.959 0.155 0.400
C -4.229 0.223 1.252
C -3.332 0.247 -1.070
N -2.199 1.473 0.810
C -1.259 2.097 -0.182
C -0.077 2.892 0.414
N 1.246 2.194 0.241
C 1.997 2.214 1.532
C 1.263 1.329 2.563
O 1.635 1.138 3.674
O 0.177 0.748 2.000
C 2.021 2.807 -0.911
C 3.434 2.250 -1.032
C 1.200 2.738 -2.203
C 0.957 1.423 -2.989
C -0.353 1.605 -3.756
C 2.087 1.159 -3.988
N 0.886 0.189 -2.066
C 0.127 -0.949 -2.665
C 0.316 -2.204 -1.838
N 0.020 -1.954 -0.389
C 1.085 -2.642 0.479
C 2.492 -2.297 -0.092
O 3.300 -3.084 -0.439
O 2.653 -0.942 -0.088
H -3.325 -2.950 -0.614
H -1.990 -3.830 -1.307
H -2.414 -2.225 -1.929
H -1.317 -2.985 0.832
H -1.462 -0.807 1.691
H -2.867 -1.679 1.432
H -4.842 -0.657 1.064
H -4.833 1.098 1.000
H -3.996 0.242 2.320
H -4.020 -0.563 -1.306
H -2.484 0.163 -1.747
H -3.862 1.178 -1.282
H -2.923 2.154 1.051
H -1.680 1.277 1.675
H -1.849 2.741 -0.832
H -0.908 1.296 -0.845
H -0.244 3.099 1.469
H -0.017 3.863 -0.074
H 2.093 3.215 1.964
H 3.011 1.835 1.386
H 2.101 3.872 -0.669
H 3.479 1.157 -1.023
H 4.092 2.622 -0.249
H 3.864 2.587 -1.974
H 1.700 3.410 -2.903
H 0.233 3.217 -2.032
H -0.303 2.546 -4.303
H -1.223 1.664 -3.097
H -0.521 0.823 -4.494
H 2.173 1.993 -4.684
H 1.892 0.267 -4.585
H 3.053 1.040 -3.494
H 1.862 -0.124 -2.083
H 0.465 -1.153 -3.682
H -0.924 -0.677 -2.722
H 1.340 -2.562 -1.936
H -0.310 -3.001 -2.226
H 0.908 -3.715 0.549
H 2.091 -2.003 2.148
C 1.731 -1.987 4.572
N 0.435 -2.276 3.938
C -0.594 -2.639 4.925
C 0.088 -2.259 2.690
N 1.143 -1.923 1.770
H 1.986 -2.811 5.236
H 1.638 -1.073 5.155
H 2.549 -1.858 3.869
H -0.407 -3.650 5.283
H -1.569 -2.591 4.453
H -0.548 -1.951 5.768
```

Summary:
Energy relative to the best compared isomer or geometry (same formula, charge and spin) ... 0.000 eV
HOMO-LUMO gap ... 0.2880 Eh
Molar mass ... 648.141 g mol⁻¹
Max |F| ... 0.5 eV Å⁻¹
Net charge ... +3
E_HOMO ... -17.424 eV

Record 6
The following is a quantum chemistry calculation of C3H7FS in the gas phase at a distorted geometry, from the Open Molecules 2025 dataset.

The geometry in XYZ format:
```
12
Properties=species:S:1:pos:R:3
C 0.690 -0.211 0.688
C -0.337 0.648 -0.043
C -1.116 -0.135 -1.190
S -1.718 0.993 -2.371
F -2.801 1.865 -1.426
H 0.171 -0.890 1.263
H 1.237 -0.831 0.028
H 1.451 0.334 1.247
H 0.272 1.217 -0.731
H -1.130 1.055 0.611
H -0.668 -0.854 -2.027
H -1.912 -0.823 -0.820
```

Summary:
Energy relative to the best compared isomer or geometry (same formula, charge and spin) ... 1.355 eV
HOMO-LUMO gap ... 0.3538 Eh
Molar mass ... 94.154 g mol⁻¹
Max |F| ... 3.1 eV Å⁻¹
E_HOMO ... -8.987 eV
SMILES ... CCCSF

Record 7
The following is a quantum chemistry calculation of a molecular structure, C7H12N2NiO7P2S at a distorted geometry, from the Open Molecules 2025 dataset.

The geometry in XYZ format:
```
32
Properties=species:S:1:pos:R:3
Ni 0.990 0.322 0.548
O -0.431 1.020 -0.746
N -0.764 2.320 -0.528
C -2.105 2.661 -0.429
C -2.452 3.960 -0.246
C -1.454 4.943 -0.034
C -0.153 4.491 0.234
C 0.173 3.171 0.081
S 1.588 2.429 0.797
H -2.801 1.844 -0.525
H -3.501 4.229 -0.212
H -1.714 5.985 0.052
H 0.605 5.156 0.616
N 0.614 -3.923 -0.173
C 0.346 -2.491 -0.004
C -0.977 -2.090 -0.617
P 1.782 -1.618 -0.783
O 1.295 -0.789 -2.056
O 2.620 -2.775 -1.465
O 2.676 -0.819 0.105
P 0.301 -2.067 1.822
O 1.839 -2.382 2.239
O -0.589 -3.023 2.500
O 0.044 -0.584 1.994
H -0.253 -4.397 -0.408
H 0.914 -4.298 0.726
H 2.155 -3.608 -1.281
H -1.002 -2.331 -1.681
H -1.143 -1.018 -0.485
H -1.777 -2.618 -0.093
H 0.768 0.000 -1.807
H 2.407 -1.701 1.858
```

Summary:
Energy relative to the best compared isomer or geometry (same formula, charge and spin) ... 1.069 eV
HOMO-LUMO gap (alpha / beta) ... 0.2544 / 0.2309 Eh
Spin multiplicity ... 2
Molar mass ... 388.888 g mol⁻¹
Max |F| ... 3.3 eV Å⁻¹
Net charge ... -1
<S²> ... 0.760
E_HOMO (alpha / beta) ... -4.282 / -3.651 eV

Record 8
The following is a quantum chemistry calculation of 8 unconnected molecules or ions with the total composition C38H70F6N2O13P at a distorted geometry, from the Open Molecules 2025 dataset.

The geometry in XYZ format:
```
130
Properties=species:S:1:pos:R:3
C -1.323 3.554 1.619
C -2.854 3.553 1.396
C -3.422 4.790 2.251
C -4.896 4.923 2.093
C -5.267 5.098 0.630
C -4.754 3.945 -0.342
N -3.255 3.675 -0.053
O -2.577 2.596 -0.942
C -4.932 4.449 -1.808
C -5.742 2.802 -0.053
C -3.378 2.211 2.044
H -1.152 3.664 2.690
H -0.646 4.263 1.144
H -0.898 2.661 1.161
H -2.786 5.662 2.094
H -3.284 4.482 3.287
H -5.206 5.685 2.808
H -5.212 3.990 2.560
H -4.949 6.065 0.239
H -6.348 5.062 0.764
H -4.462 3.723 -2.471
H -4.426 5.401 -1.967
H -5.987 4.463 -2.080
H -5.862 2.636 1.017
H -5.297 1.919 -0.510
H -6.746 2.988 -0.435
H -3.390 1.503 1.215
H -4.219 2.240 2.737
H -2.564 1.869 2.683
C 1.523 1.501 -2.741
C 1.086 1.816 -4.204
C 2.053 0.945 -5.045
C 1.790 0.710 -6.533
C 0.344 0.191 -6.661
C -0.784 1.051 -5.950
N -0.284 1.279 -4.488
O -1.203 1.749 -3.656
C -2.143 0.225 -5.893
C -0.918 2.221 -6.909
C 1.307 3.334 -4.506
H 0.994 2.124 -2.020
H 2.588 1.695 -2.607
H 1.299 0.473 -2.458
H 2.067 -0.012 -4.522
H 3.042 1.399 -5.106
H 2.527 0.021 -6.945
H 1.873 1.707 -6.966
H 0.374 -0.739 -6.093
H 0.149 -0.048 -7.706
H -2.845 0.617 -5.157
H -2.027 -0.854 -5.784
H -2.591 0.198 -6.886
H -0.117 2.956 -6.826
H -1.828 2.789 -6.716
H -0.981 1.926 -7.957
H 2.172 3.778 -4.013
H 0.544 3.936 -4.012
H 1.389 3.663 -5.542
P 0.182 -1.132 0.983
F 1.089 -2.421 1.515
F -0.780 -0.964 2.336
F 1.380 -0.080 1.414
F -0.481 0.027 0.094
F 1.092 -1.304 -0.376
F -0.916 -2.025 0.206
C 5.790 0.240 -0.489
C 4.521 -0.544 -0.531
C 4.849 -1.835 0.210
O 6.253 -1.981 0.016
C 6.739 -0.690 0.239
H 5.791 1.309 -0.277
H 6.020 0.224 -1.555
H 4.284 -0.745 -1.575
H 3.784 0.168 -0.160
H 4.137 -2.586 -0.131
H 4.488 -1.954 1.232
H 7.778 -0.642 -0.088
H 6.770 -0.511 1.313
C 1.281 -0.606 5.068
C 1.366 -1.771 6.032
C 0.262 -1.456 7.051
O -0.179 -0.123 6.815
C 0.070 0.205 5.427
H 1.518 -0.840 4.030
H 2.183 -0.010 5.206
H 2.332 -1.689 6.530
H 1.102 -2.670 5.475
H 0.569 -1.762 8.051
H -0.676 -1.989 6.893
H 0.205 1.283 5.337
H -0.787 0.087 4.763
C -1.361 -8.074 -1.826
C -0.925 -6.903 -0.902
C 0.104 -5.958 -1.512
O -0.481 -4.591 -1.151
C -1.736 -4.747 -0.806
O -2.626 -3.918 -0.915
O -2.006 -6.063 -0.672
H -0.475 -8.258 -2.434
H -1.968 -7.763 -2.677
H -1.680 -8.966 -1.288
H -0.496 -7.226 0.047
H 0.129 -6.172 -2.581
H 1.085 -6.116 -1.066
C 0.882 -5.230 2.192
C -0.249 -5.765 3.083
C -1.500 -4.840 2.989
O -2.615 -5.826 3.103
C -2.134 -7.050 2.909
O -2.772 -8.089 2.838
O -0.741 -7.011 2.626
H 1.454 -4.473 2.728
H 0.492 -5.050 1.190
H 1.613 -6.028 2.061
H 0.128 -5.944 4.090
H -1.485 -4.243 2.078
H -1.445 -4.190 3.862
C 4.032 1.498 3.051
C 3.603 2.493 1.993
C 2.171 2.949 2.212
O 2.249 4.378 2.000
C 3.547 4.702 2.028
O 3.956 5.855 2.219
O 4.363 3.646 1.981
H 3.344 0.658 2.949
H 4.033 1.951 4.042
H 5.098 1.325 2.907
H 3.568 2.130 0.966
H 1.747 2.796 3.205
H 1.515 2.376 1.558
```

Summary:
HOMO-LUMO gap (alpha / beta) ... 0.1240 / 0.1237 Eh
Spin multiplicity ... 2
Molar mass ... 907.941 g mol⁻¹
Max |F| ... 4.6 eV Å⁻¹
Net charge ... -2
<S²> ... 0.754
E_HOMO (alpha / beta) ... 0.197 / 0.207 eV